{"formula": "C39H98N5O9P2", "method": "ωB97M-V/def2-TZVPD", "charge": 1, "multiplicity": 1, "molar_mass_g_mol": 843.2, "fmax_ev_per_a": 1.47, "lumo_energy_ev": -2.3, "gap_ev": 9.0, "species": ["C", "H", "H", "H", "O", "C", "C", "H", "C", "H", "H", "H", "H", "N", "H", "H", "C", "H", "H", "H", "H", "H", "H", "O", "H", "H", "H", "H", "H", "C", "C", "H", "H", "N", "C", "C", "H", "C", "H", "H", "C", "H", "H", "H", "C", "H", "H", "H", "H", "C", "H", "H", "O", "N", "C", "H", "H", "C", "C", "H", "H", "C", "H", "H", "H", "O", "H", "H", "H", "P", "H", "P", "H", "H", "H", "C", "H", "H", "C", "H", "C", "H", "H", "H", "C", "H", "C", "H", "H", "C", "H", "H", "H", "H", "H", "C", "H", "H", "N", "H", "H", "H", "H", "H", "H", "H", "C", "C", "C", "C", "C", "C", "O", "C", "H", "H", "H", "C", "O", "H", "H", "H", "H", "N", "H", "H", "C", "H", "H", "H", "H", "O", "H", "H", "H", "C", "O", "C", "H", "C", "H", "C", "H", "H", "C", "H", "C", "H", "H", "H", "O", "H", "H"], "xyz": [[2.899247, -9.975953, 2.424251], [-3.776930, 2.455474, -0.105327], [-6.086917, -1.167472, -2.536442], [-7.655250, -3.627453, -3.681986], [-0.080988, 3.313631, 2.003826], [9.588539, 4.107778, -1.048754], [-5.127067, -0.992917, -2.049620], [0.298875, -0.020381, -3.058927], [-3.126096, -2.463162, -1.565289], [-3.406827, 8.469935, 2.907141], [-1.753185, 5.915919, -0.255652], [-5.491039, 1.086844, -1.594244], [4.578643, -0.734339, -2.355482], [3.958996, 1.865403, -1.676630], [-3.452056, -4.549763, -1.098065], [-2.614947, 9.141782, 5.790145], [-4.651714, -2.311135, -1.421529], [4.270962, 2.217657, 1.673459], [-2.495791, 1.430512, 0.488897], [0.824389, -3.985725, -1.317486], [-1.172853, -5.816561, -0.552752], [-4.434929, -0.718695, -2.851380], [2.256929, -5.638865, 0.287052], [-7.838987, -2.551222, -1.988316], [-0.860137, 6.930041, 1.845539], [-5.122722, -3.176289, -1.892786], [0.957310, 1.019200, -4.299794], [1.887466, 0.534483, -1.501676], [1.318510, -6.678774, 2.607247], [10.213053, 2.832939, -0.523027], [-5.372299, 0.147285, -1.040442], [6.442840, 1.505581, -3.760724], [1.432218, 4.219707, 0.182846], [4.650660, -0.211110, -4.827742], [-0.692449, -5.517509, -1.489915], [0.643036, 1.000037, -3.251481], [1.441089, -5.548891, -1.877189], [-2.576347, 9.300868, 4.713625], [3.601203, -11.462951, 3.822704], [-2.721932, 11.099787, -1.371688], [1.045515, 2.589735, 1.518376], [3.441382, -10.397211, 1.570448], [-4.836407, 0.702590, 0.969286], [-0.205549, 6.209401, -1.063144], [1.189364, -5.398934, 0.259565], [9.485888, 4.073266, -2.132105], [1.729492, -12.903665, 6.139725], [4.697746, 3.757857, 1.183496], [-0.229314, 2.979186, -3.186966], [-1.564670, -4.427273, -2.146589], [-4.244769, 10.735411, -0.561668], [-10.032117, -2.878199, -3.531765], [2.810845, -8.557381, 2.280802], [1.764844, 2.568707, -1.588578], [3.240077, 1.331040, -2.873490], [-3.154192, 7.292110, 4.198847], [0.644078, -6.289433, 0.582624], [-8.205496, -3.703735, -2.744276], [-4.253236, 10.307387, -2.671258], [-0.869261, 2.775438, 1.881575], [2.501172, 2.350023, 3.127148], [0.911296, -4.231662, 1.205036], [-8.301405, -2.594023, -1.144583], [-2.075835, -4.864029, -3.008916], [-9.948628, -4.646906, -3.605988], [-4.816146, 11.550811, -3.073218], [10.300865, 2.863426, 0.565461], [-10.251475, -3.835160, -2.065754], [11.210814, 2.693312, -0.938700], [3.857698, -0.304113, -3.487408], [1.405146, -10.431773, 6.267981], [5.662502, 2.484566, -1.716902], [-2.899700, 10.327185, 4.512731], [-3.151856, 2.220725, -2.279516], [0.678555, 7.252271, 1.050268], [1.812562, 1.269487, -2.313435], [-0.180392, -11.622292, 4.270362], [4.245701, -0.783269, -5.560322], [-3.470747, 8.314575, 3.987677], [-2.863723, -2.258604, -2.612014], [-0.884419, 6.573669, -0.279185], [0.719686, 1.907358, 0.725070], [-0.643497, 1.078957, -1.004103], [6.248412, 4.242977, -0.879177], [-1.177236, 1.811344, -1.625513], [-2.607979, -1.698995, -0.978037], [-2.664800, 1.456738, -1.663436], [-0.298381, -6.091803, 2.977350], [-0.015580, -13.147493, 6.230236], [3.011792, 2.518420, -0.965702], [1.876051, -10.343517, 2.398155], [-6.345864, -0.049865, -0.583315], [-4.104488, 12.195181, -3.141652], [2.706839, -1.114144, -3.492043], [0.515959, -3.800896, 3.266790], [-9.697274, -3.772256, -3.005142], [3.707234, -8.206411, 2.293998], [4.590024, -9.993436, 3.764333], [4.365206, 2.848167, 0.884247], [1.574844, -3.411191, 0.903158], [-0.341603, -10.659401, 6.381402], [2.119603, 0.835310, 2.285582], [3.017480, -9.966793, 4.568128], [5.161430, 2.657400, -4.181386], [2.376372, 4.267234, 1.712939], [6.747245, 3.249816, -3.612062], [0.752313, -5.071429, -1.177717], [5.992452, 2.466716, -3.507336], [0.800352, -12.484493, 6.527497], [1.703003, 1.780615, 2.641273], [1.136978, -4.505080, 2.702400], [3.566781, -10.377816, 3.722156], [-1.381032, 7.855413, -0.640780], [-4.318694, 0.380171, 0.059290], [0.849210, -12.474801, 7.617040], [-2.802306, 0.497025, -2.164398], [-1.085645, 2.770484, -1.100754], [-3.299257, 1.482205, -0.262333], [0.549637, -11.063162, 4.556057], [0.979993, -6.042572, 4.222117], [-0.932819, -3.602639, -2.493511], [0.154937, 5.578722, 1.327873], [-4.894326, -2.329403, -0.353106], [3.131618, 2.992434, 0.247447], [-1.154983, 9.301964, 3.390867], [-0.638837, 8.467367, -0.688379], [-0.183796, 6.578881, 1.065215], [3.292012, 1.997639, -3.739773], [0.959916, 1.557147, 3.406376], [1.757628, 3.349718, -2.247745], [10.201637, 4.975376, -0.794454], [-1.208258, 9.146143, 4.339587], [-7.868772, -4.608821, -2.227333], [-3.805395, -0.543466, 0.329777], [-5.088718, 9.609750, -2.624000], [0.583299, -11.087000, 5.980645], [8.260884, 4.301216, -0.539012], [0.766786, -5.917273, 3.159971], [2.174385, -4.288063, 2.978033], [-2.609041, -3.857623, -1.180426], [-0.645700, -6.379404, -2.156320], [-3.551638, 10.388142, -1.329313], [-3.559704, 9.947881, -3.440018], [-4.513743, 8.428178, 4.285214], [-0.542441, 1.943746, -3.025850], [-0.120421, -3.885141, 1.058285], [1.980657, 3.636420, 0.916578], [-1.294095, 1.707559, -3.781920], [-2.123498, -3.802256, -0.197824], [8.322536, 4.353465, 0.421092], [5.472041, 4.086976, -1.457567], [9.600008, 1.970188, -0.786022], [-3.156123, 9.415979, -1.036733]], "forces_ev_per_a": [[0.0725, 0.0027, -0.0377], [0.0361, -0.0484, -0.0715], [0.0759, 0.0215, -0.0267], [0.0217, -0.0024, 0.0079], [0.2289, 0.0254, -0.1499], [0.0554, -0.0563, -0.0121], [-0.3810, -0.1287, 0.0803], [0.0229, 0.0224, -0.0839], [-0.2218, -0.3534, -0.2262], [-0.0545, 0.0123, -0.0005], [-0.0032, -0.0048, -0.0229], [-0.1132, -0.0696, 0.0256], [-0.1023, -0.0520, 0.1099], [-0.5358, 0.9490, -0.6295], [0.0989, -0.0351, 0.0871], [0.0354, 0.0032, 0.0047], [0.7780, 0.4226, -0.0061], [-0.0307, 0.0847, 0.0223], [-0.0514, -0.0356, -0.0384], [0.1316, -0.0565, -0.1019], [-0.0069, -0.1830, -0.1473], [0.0530, 0.1551, 0.1339], [-0.0592, -0.0665, 0.0699], [-0.1599, -0.0848, 0.0487], [-0.0076, -0.0564, 0.0140], [-0.0993, 0.1128, 0.0259], [0.0824, 0.1521, 0.0838], [-0.4760, -0.1295, -0.0949], [0.0195, 0.0144, 0.1875], [-0.1173, -0.0381, 0.0201], [0.1766, 0.0522, -0.2007], [-0.0755, 0.0413, -0.1372], [0.0885, 0.1442, 0.1227], [-0.4033, -0.0744, 0.2650], [0.1357, 0.3803, -0.1758], [-0.1689, -0.1374, 0.0010], [-0.0249, 0.1333, -0.0842], [0.0085, 0.0198, -0.1258], [-0.0033, -0.0007, -0.0038], [0.0241, -0.0307, -0.0117], [-0.2544, -0.2788, 0.2582], [-0.0439, -0.0490, -0.0058], [0.0359, -0.1121, -0.0326], [-0.0349, -0.0851, 0.0083], [-0.0374, 0.0706, -0.1273], [-0.0215, 0.0271, -0.0015], [0.0072, 0.0118, 0.0223], [-0.0430, -0.0408, 0.0490], [-0.1074, -0.0498, -0.1685], [-0.1477, -0.2599, 0.1616], [-0.0056, -0.0150, -0.0064], [0.0049, -0.0182, -0.0192], [0.0476, -0.0064, -0.0246], [-0.2689, -0.4222, 0.2503], [-0.0633, -0.4016, -0.0196], [-0.0270, 0.0026, 0.0244], [0.1906, 0.0018, 0.0263], [-0.0507, -0.0210, 0.0713], [0.0797, 0.0851, -0.0427], [-0.0443, 0.0260, 0.0542], [-0.1089, -0.0140, 0.0852], [0.0718, -0.0878, 0.1270], [0.0050, 0.0323, -0.0256], [0.0297, 0.2860, -0.1119], [0.0057, -0.0108, 0.0079], [0.0005, -0.0157, 0.0347], [0.0493, 0.0185, -0.0072], [0.0003, -0.0440, -0.0049], [0.0069, 0.0121, 0.0048], [0.4606, 0.0272, -0.5537], [-0.0092, 0.0210, -0.0036], [1.0662, -0.9719, 0.2590], [-0.0441, 0.0031, 0.0659], [-0.0692, -0.2299, -0.1079], [0.0195, -0.0329, -0.0279], [0.5187, 0.2458, -0.0084], [0.0227, 0.0233, -0.0195], [0.2347, 0.0530, -0.0779], [0.0749, -0.0497, -0.0277], [-0.0564, -0.0642, 0.0275], [0.1095, 0.1035, -0.0151], [0.0797, 0.1380, -0.0374], [-0.0194, -0.0247, -0.1482], [-0.1021, 0.5738, -0.2485], [-0.1683, 0.2730, 0.0715], [0.0024, 0.0204, -0.0248], [0.1220, 0.2885, 0.0306], [0.0361, -0.0720, 0.1503], [-0.0174, 0.0087, 0.0376], [0.4955, 0.0586, 0.0100], [-0.0092, 0.0237, 0.0097], [0.1067, -0.0101, 0.0999], [-0.0357, 0.0005, 0.0007], [-0.0825, 0.0269, 0.2905], [0.1760, 0.0809, 0.0117], [-0.0016, 0.1050, 0.0040], [-0.0285, 0.0049, 0.0117], [0.0200, -0.0606, -0.0186], [0.0617, -0.1272, -0.0154], [-0.2115, 0.1031, -0.0205], [0.0300, 0.0338, 0.0437], [0.0072, 0.0370, -0.0229], [-0.0277, -0.0285, -0.0109], [0.1013, 0.1367, -0.0708], [-0.0142, 0.1280, -0.1522], [-0.0088, -0.0467, -0.0680], [-0.0401, -0.0461, 0.2774], [-0.2349, -0.1710, 0.1627], [0.0465, -0.0205, -0.0794], [0.1437, 0.0757, -0.0009], [-0.1340, -0.0531, 0.1246], [0.0434, 0.1294, 0.0439], [0.0228, -0.0734, 0.0261], [-0.1864, 0.2845, 0.0303], [-0.0118, 0.0051, 0.0027], [-0.0117, -0.0240, 0.0870], [0.0867, -0.1045, 0.0383], [0.1310, -0.1180, 0.1186], [-0.0343, -0.0473, 0.0248], [-0.1112, -0.0426, -0.0239], [-0.0090, -0.1108, -0.1469], [-0.0898, 0.0567, 0.0841], [-0.2102, -0.1624, -0.0933], [-0.0225, 0.3027, 0.0322], [0.0549, 0.0172, 0.0314], [-0.0377, 0.0099, 0.0014], [-0.0195, 0.1837, -0.0020], [0.0093, 0.0829, 0.1061], [0.0246, -0.0717, -0.0743], [-0.1208, -0.0098, 0.0534], [-0.0033, 0.0171, -0.0475], [-0.0443, -0.0390, -0.0250], [0.0329, -0.0232, -0.0529], [-0.0117, -0.0427, -0.1042], [-0.0023, -0.0050, -0.0146], [-0.0784, -0.0589, -0.0235], [-0.2976, 0.0456, 0.2116], [-0.0165, 0.1619, -0.3221], [-0.0101, -0.0853, -0.0918], [0.3511, 0.2849, 0.1573], [-0.0970, -0.1467, 0.2163], [-0.0907, 0.0980, 0.0349], [-0.0177, -0.0726, 0.0117], [0.0027, 0.0167, 0.0047], [0.0498, -0.2081, 0.2040], [0.0609, -0.0712, -0.0573], [-0.1023, -0.3745, -0.0465], [0.0413, 0.1148, -0.0229], [-0.2639, -0.0588, 0.0352], [0.0964, -0.0020, -0.0254], [-0.0865, -0.1895, 0.2140], [0.0205, 0.0009, -0.0256], [0.0123, -0.0013, -0.0080]]}